{"formula": "C26H50N2O3P2Tc", "method": "ωB97M-V/def2-TZVPD", "elements": ["Tc", "C", "O", "C", "O", "P", "C", "H", "C", "H", "C", "H", "C", "P", "H", "H", "C", "H", "C", "H", "H", "H", "C", "H", "H", "H", "C", "H", "H", "H", "C", "H", "H", "H", "C", "H", "H", "H", "C", "H", "H", "H", "C", "H", "H", "H", "C", "H", "C", "H", "H", "C", "H", "H", "H", "C", "H", "H", "H", "C", "H", "H", "H", "C", "H", "H", "H", "H", "H", "N", "C", "O", "C", "C", "C", "N", "C", "C", "H", "H", "H", "H", "H", "H"], "coordinates": [[1.418, 0.114, -1.749], [1.900, -0.191, -3.530], [2.201, -0.397, -4.663], [1.642, 1.915, -1.282], [1.793, 3.038, -1.015], [-1.189, -0.010, -1.895], [-2.463, 0.893, -0.799], [-3.367, 1.199, -1.372], [-1.380, 1.465, -3.388], [-0.501, 2.078, -3.113], [-2.466, -1.169, -2.815], [-2.693, -1.866, -1.936], [2.614, -3.078, -0.847], [2.486, -1.335, -0.337], [3.116, -1.654, 1.873], [1.667, -3.541, -0.523], [4.185, -0.653, -0.462], [4.773, -1.481, -0.044], [-1.175, 0.948, -4.804], [-2.054, 0.405, -5.187], [-0.280, 0.328, -4.920], [-1.043, 1.827, -5.456], [-2.609, 2.389, -3.428], [-2.430, 3.109, -4.254], [-2.758, 2.975, -2.510], [-3.534, 1.837, -3.660], [-3.831, -0.776, -3.363], [-4.449, -0.206, -2.653], [-4.370, -1.721, -3.584], [-3.725, -0.222, -4.300], [-1.600, -1.941, -3.782], [-2.122, -2.845, -4.112], [-0.641, -2.240, -3.329], [-1.360, -1.338, -4.659], [-2.917, -0.126, 0.247], [-3.535, -0.911, -0.202], [-3.517, 0.368, 1.012], [-2.061, -0.623, 0.741], [-1.904, 2.145, -0.110], [-1.078, 1.898, 0.578], [-2.715, 2.606, 0.479], [-1.524, 2.906, -0.804], [3.783, -3.763, -0.129], [3.749, -3.646, 0.960], [4.746, -3.382, -0.496], [3.736, -4.833, -0.362], [2.726, -3.206, -2.364], [3.708, -2.865, -2.714], [1.714, -0.016, 1.977], [1.956, -2.640, -2.904], [2.621, -4.265, -2.626], [1.151, -2.499, 1.865], [0.770, -0.077, 2.536], [2.484, 0.366, 2.661], [1.574, 0.740, 1.182], [2.131, -1.397, 1.454], [0.999, -2.432, 2.949], [1.550, -3.506, 1.647], [0.170, -2.400, 1.360], [4.422, 0.594, 0.394], [3.779, 1.435, 0.096], [5.465, 0.895, 0.230], [4.287, 0.413, 1.463], [4.645, -0.373, -1.894], [4.523, -1.229, -2.562], [5.713, -0.126, -1.828], [4.117, 0.491, -2.333], [-1.439, 0.494, 2.759], [-2.227, -1.732, -1.045], [-2.553, 2.711, 8.297], [-2.080, 3.321, 7.177], [-1.733, 4.502, 7.176], [-2.009, 2.492, 5.934], [-2.665, 1.266, 5.725], [-2.447, 0.553, 4.558], [-1.606, 1.056, 3.620], [-0.942, 2.229, 3.767], [-1.121, 2.940, 4.945], [-2.702, 3.300, 9.112], [-2.543, 1.706, 8.423], [-3.318, 0.830, 6.482], [-2.870, -0.431, 4.356], [-0.246, 2.530, 2.998], [-0.523, 3.830, 5.105]], "forces_ev_per_a": [[-4.2, -2.2, 1.3], [2.1, 0.9, -7.5], [-1.4, 0.5, 5.5], [1.7, 4.3, -0.6], [-0.7, -2.8, -0.2], [-2.8, 3.3, -2.9], [0.4, -0.3, 0.7], [0.9, -0.3, 0.0], [1.1, 0.1, 0.4], [-0.3, -0.2, -0.2], [2.3, 2.2, -1.1], [-0.4, -2.2, 2.3], [-0.3, -0.1, -0.1], [1.6, -0.6, 1.3], [-0.3, 0.1, 0.1], [0.2, 0.1, -0.1], [0.2, -0.2, 0.4], [0.2, 0.3, -0.1], [0.3, 0.0, -0.4], [0.4, 0.3, 0.1], [-0.2, 0.1, -0.1], [0.0, -0.3, 0.2], [-0.2, -0.1, 0.5], [-0.1, -0.4, 0.5], [0.0, -0.2, -0.4], [0.3, 0.4, 0.1], [-0.5, -0.7, 1.0], [0.2, -0.1, -0.3], [0.2, 0.5, 0.0], [0.1, -0.1, 0.2], [0.0, -1.6, 0.4], [0.2, 0.1, -0.1], [-0.2, 0.0, -0.1], [-0.3, 0.0, 0.3], [0.2, 0.1, 0.1], [-0.3, 0.0, 0.3], [-0.3, -0.2, 0.1], [-0.1, 0.2, 0.0], [0.0, 0.0, 0.1], [-0.1, -0.1, -0.1], [0.3, -0.1, -0.2], [-0.1, -0.3, 0.2], [0.1, -0.2, -0.2], [0.0, -0.1, -0.2], [-0.3, -0.3, 0.1], [0.1, 0.1, 0.1], [0.2, -0.4, -0.1], [-0.3, -0.3, 0.0], [0.1, 0.5, 0.2], [0.0, -0.2, 0.1], [0.0, 0.2, -0.1], [0.0, -0.3, -0.1], [0.1, -0.1, 0.0], [-0.4, 0.1, -0.2], [0.1, -0.2, 0.3], [0.2, -0.1, 0.2], [0.0, -0.1, -0.2], [-0.3, 0.5, 0.2], [0.3, 0.0, 0.2], [0.1, 0.1, 0.0], [0.2, -0.2, 0.1], [-0.3, 0.1, 0.2], [0.1, 0.0, -0.2], [0.1, -0.1, -0.1], [0.2, 0.3, 0.1], [-0.3, 0.0, -0.3], [0.3, -0.2, 0.2], [-0.2, 0.6, 0.7], [-0.4, 0.0, -1.9], [0.7, 2.0, -1.5], [-1.9, -3.8, 2.0], [0.3, 1.4, 0.0], [1.1, -0.4, -1.7], [-0.2, 0.3, 0.7], [0.5, 0.3, -0.3], [0.1, 0.0, -0.2], [-0.5, -0.7, 0.7], [0.0, 0.2, 0.0], [0.0, -0.1, 0.3], [0.1, 0.0, 0.0], [0.0, 0.1, -0.3], [0.0, 0.3, 0.1], [-0.1, 0.0, -0.1], [-0.1, 0.1, -0.1]], "lowdin_spin": [1.0586, 0.0814, 0.0658, 0.1200, 0.0904, 0.0574, 0.0053, 0.0003, 0.0532, 0.0086, 0.0624, 0.0143, 0.0095, 0.0946, 0.0032, 0.0009, 0.0345, 0.0030, 0.0062, 0.0001, 0.0019, 0.0013, 0.0085, 0.0022, 0.0003, 0.0003, 0.0116, 0.0015, -0.0005, 0.0010, 0.0022, -0.0001, 0.0021, -0.0009, 0.0131, 0.0024, -0.0004, 0.0060, -0.0001, 0.0001, 0.0005, 0.0001, 0.0035, 0.0002, 0.0002, 0.0005, 0.0016, 0.0002, 0.0141, 0.0005, -0.0001, 0.0034, 0.0001, 0.0004, 0.0092, 0.0299, 0.0003, 0.0002, 0.0025, 0.0053, 0.0033, 0.0002, 0.0002, 0.0227, -0.0001, 0.0013, 0.0109, 0.0000, 0.0668, 0.1337, 0.0673, 0.7508, 0.0397, 0.0016, 0.0040, -0.0048, 0.0020, -0.0015, 0.0012, 0.0043, 0.0006, 0.0004, 0.0003, 0.0004], "total_charge": 4, "e_above_lowest_kcal_mol": 123.0, "orbital_gap_ha": [0.15461, 0.10226], "multiplicity": 4, "e_tot_ha": -2117.64821, "lumo_energy_ev": [-13.496, -16.158]}